Model i:
23
Properties=species:S:1:pos:R:3 method="wB97M-V/def2-TZVPD" orbital_gap_ev=9.28 homo_energy_ev=-12.64 charge=+1 smiles="C1=CCC2=C(C1)C[n+]1cc[nH]c12"
C -3.553 -0.671 -0.078
C -3.225 0.650 -0.083
C -1.366 -0.534 0.068
C 2.402 -1.207 -0.158
C 2.780 0.060 -0.179
C 0.067 -0.522 0.140
C 0.472 0.764 0.124
C 1.011 -1.676 0.173
C 1.869 1.222 0.123
C -0.857 1.725 0.011
N -2.389 -1.392 0.018
N -1.869 0.715 0.005
H -4.511 -1.146 -0.139
H -3.853 1.515 -0.149
H 3.108 -1.992 -0.375
H 3.799 0.326 -0.415
H 0.702 -2.446 -0.541
H 1.018 -2.141 1.164
H 2.136 1.642 1.100
H 2.016 2.022 -0.609
H -0.933 2.415 0.848
H -0.820 2.269 -0.933
H -2.322 -2.398 0.037

Model ii:
23
Properties=species:S:1:pos:R:3 method="wB97M-V/def2-TZVPD" orbital_gap_ev=7.68 homo_energy_ev=-13.21 charge=+1 smiles="C1=C[C@@]2(C3CC3)[NH+]=CN=CC2=C1"
C -2.373 0.265 0.487
C -2.121 0.162 -1.004
C -1.235 -0.129 1.146
C -0.280 -0.680 -2.421
C 0.925 -2.219 -1.188
C -0.841 -0.282 -1.172
C 0.725 2.043 1.115
C 1.620 0.954 1.499
C 0.920 0.781 0.191
C -0.110 -0.260 0.168
N 0.512 -1.714 -2.337
N 0.832 -1.672 -0.021
H -3.245 0.606 1.051
H -2.905 0.291 -1.696
H -1.253 0.042 2.233
H -0.496 -0.486 -3.502
H 1.525 -3.136 -1.373
H -0.034 2.153 1.875
H 1.070 2.958 0.782
H 2.782 0.933 1.679
H 1.206 0.391 2.351
H 1.400 1.011 -0.703
H 1.376 -2.014 0.841

Ranking the structures above by stability puts model i first and model ii last.